--- P ---
Molecular formula: CH5N3O
Method: DFT, ωB97M-V/def2-TZVPD

The calculation puts the HOMO energy at -8.57 eV. The spin multiplicity is 1.

Element x y z (Å)
C -0.010 -0.905 -0.274
H 0.172 0.604 1.777
H -1.209 0.034 2.326
H 0.151 -1.860 -0.887
H -0.530 0.959 -0.442
H 1.566 0.966 -2.042
N -0.635 0.231 1.487
N -0.582 -1.072 0.925
N 0.306 0.457 -0.777
O 0.772 0.586 -2.093

How is the electron density shared among the atoms? According to Löwdin, the charges in e are: number 1, C, carries -0.161; number 2, H, carries 0.022; number 3, H, carries 0.092; number 4, H, carries 0.128; number 5, H, carries 0.110; number 6, H, carries 0.019; number 7, N, carries -0.057; number 8, N, carries -0.054; number 9, N, carries -0.089; number 10, O, carries -0.011

---

--- Q ---
Molecular formula: CH5N3O
Method: DFT, ωB97M-V/def2-TZVPD

The calculation puts the HOMO energy at -9.53 eV. The spin multiplicity is 1.

Element x y z (Å)
C 0.440 0.118 -0.111
H 2.707 0.378 -0.063
H 2.092 -1.210 -0.164
H 0.590 1.991 0.060
H -0.300 -1.399 0.783
H -1.634 0.684 0.214
N 1.748 -0.328 0.036
N -0.119 1.260 0.050
N -0.474 -0.861 -0.046
O -1.772 -0.207 -0.056

How is the electron density shared among the atoms? According to Löwdin, the charges in e are: number 1, C, carries -0.576; number 2, H, carries 0.207; number 3, H, carries 0.041; number 4, H, carries 0.063; number 5, H, carries 0.130; number 6, H, carries 0.005; number 7, N, carries 0.103; number 8, N, carries 0.089; number 9, N, carries 0.003; number 10, O, carries -0.064

---

We find Q to be the most stable, with the next structure 0.0350 hartree higher.

---

--- P ---
Molecular formula: C4H10NO2
Method: DFT, ωB97M-V/def2-TZVPD

The calculation puts the HOMO energy at -4.04 eV. The spin multiplicity is 1. Its net charge is -1.

Element x y z (Å)
C 0.008 1.363 1.491
N -0.735 0.673 0.499
C 0.042 -0.040 -0.460
C 0.137 -1.639 -0.649
O 0.981 -2.421 0.042
C -0.016 0.730 -1.915
O 0.796 0.352 -2.941
H 0.877 0.819 1.991
H -0.677 1.572 2.364
H 0.485 2.311 1.102
H 1.114 0.093 -0.296
H -0.433 -0.936 2.486
H 0.153 -1.892 -1.704
H -0.899 -2.052 -0.476
H -1.027 -1.371 2.367
H 0.215 1.786 -1.653
H -1.021 0.652 -2.247

How is the electron density shared among the atoms? According to Löwdin, the charges in e are: number 1, C, carries -0.249; number 2, N, carries -0.019; number 3, C, carries -0.303; number 4, C, carries -0.418; number 5, O, carries -0.215; number 6, C, carries -0.359; number 7, O, carries -0.217; number 8, H, carries 0.076; number 9, H, carries 0.065; number 10, H, carries 0.087; number 11, H, carries 0.107; number 12, H, carries 0.027; number 13, H, carries 0.091; number 14, H, carries 0.092; number 15, H, carries 0.059; number 16, H, carries 0.099; number 17, H, carries 0.078

---

--- Q ---
Molecular formula: C4H10NO2
Method: DFT, ωB97M-V/def2-TZVPD

The calculation puts the HOMO energy at -3.06 eV. The spin multiplicity is 1. Its net charge is -1.

Element x y z (Å)
C -0.452 -0.676 -1.694
O -1.691 -1.466 -1.904
C -0.377 -0.069 -0.260
C 0.832 0.897 -0.150
C 0.913 1.593 1.172
O 0.917 0.823 2.243
N -0.212 -1.078 0.729
H 0.407 -1.367 -1.853
H -0.273 0.174 -2.452
H -1.846 -1.658 -1.007
H -1.348 0.485 0.003
H 1.841 0.367 -0.289
H 0.626 1.662 -0.905
H 1.874 2.352 1.126
H 0.024 2.317 1.070
H 0.613 -1.625 0.623
H 0.264 -0.480 1.460

How is the electron density shared among the atoms? According to Löwdin, the charges in e are: number 1, C, carries -0.206; number 2, O, carries -0.101; number 3, C, carries -0.442; number 4, C, carries -0.234; number 5, C, carries -0.585; number 6, O, carries -0.311; number 7, N, carries -0.002; number 8, H, carries 0.106; number 9, H, carries 0.119; number 10, H, carries 0.015; number 11, H, carries 0.161; number 12, H, carries 0.133; number 13, H, carries 0.089; number 14, H, carries 0.102; number 15, H, carries 0.083; number 16, H, carries 0.048; number 17, H, carries 0.025

---

We find Q to be the most stable, with the next structure 0.2002 hartree higher.

---

--- P ---
Molecular formula: C3H4Cl2
Method: DFT, ωB97M-V/def2-TZVPD

The calculation puts the HOMO energy at -9.87 eV. The spin multiplicity is 1.

Element x y z (Å)
C -0.766 0.194 0.625
C 0.264 0.205 1.655
C 0.059 -1.048 0.695
H -1.796 -0.052 0.904
H -0.208 -0.154 2.629
H 1.146 0.809 1.556
H -0.310 -2.005 0.909
Cl -0.816 1.587 -0.701
Cl 1.041 -1.275 -0.702

How is the electron density shared among the atoms? According to Löwdin, the charges in e are: number 1, C, carries -0.649; number 2, C, carries -0.124; number 3, C, carries -0.694; number 4, H, carries 0.098; number 5, H, carries 0.131; number 6, H, carries 0.103; number 7, H, carries 0.066; number 8, Cl, carries 0.454; number 9, Cl, carries 0.615

---

--- Q ---
Molecular formula: C3H4Cl2
Method: DFT, ωB97M-V/def2-TZVPD

The calculation puts the HOMO energy at -9.50 eV. The spin multiplicity is 1.

Element x y z (Å)
C 0.533 -0.793 1.274
C -0.178 -0.122 -0.011
C -0.555 -0.698 -1.151
H 1.258 -1.689 0.914
H -0.241 -1.188 1.945
H -0.562 0.878 0.240
H -0.430 -1.834 -1.195
Cl 1.468 0.406 1.949
Cl -1.399 0.389 -2.101

How is the electron density shared among the atoms? According to Löwdin, the charges in e are: number 1, C, carries -0.708; number 2, C, carries -0.307; number 3, C, carries -0.643; number 4, H, carries 0.118; number 5, H, carries 0.067; number 6, H, carries 0.073; number 7, H, carries 0.115; number 8, Cl, carries 0.628; number 9, Cl, carries 0.657

---

We find Q to be the most stable, with the next structure 0.0053 hartree higher.

---

--- P ---
Molecular formula: C3H4Cl2
Method: DFT, ωB97M-V/def2-TZVPD

The calculation puts the HOMO energy (spin up / spin down) at -8.71 / -8.55 eV. The spin multiplicity is 1.

Element x y z (Å)
C 1.068 0.047 0.646
C 0.429 -0.037 -0.651
C -1.178 -0.071 -0.520
Cl -1.971 -1.418 0.172
Cl -1.889 1.430 0.108
H 1.032 -0.719 1.298
H 1.256 0.966 1.185
H 0.565 0.822 -1.324
H 0.688 -1.019 -0.913

How is the electron density shared among the atoms? According to Löwdin, the charges in e are: number 1, C, carries 0.010; number 2, C, carries -0.346; number 3, C, carries -1.032; number 4, Cl, carries 0.587; number 5, Cl, carries 0.521; number 6, H, carries 0.016; number 7, H, carries 0.061; number 8, H, carries 0.107; number 9, H, carries 0.076

---

--- Q ---
Molecular formula: C3H4Cl2
Method: DFT, ωB97M-V/def2-TZVPD

The calculation puts the HOMO energy at -9.38 eV. The spin multiplicity is 1.

Element x y z (Å)
C 1.379 -0.097 -0.099
C -0.184 -0.278 0.051
C -1.375 0.229 0.003
H 1.891 0.470 1.115
H 1.489 0.905 -0.909
H 1.875 -1.328 -0.680
H -0.657 -1.415 0.618
Cl -1.546 2.020 -0.031
Cl -2.873 -0.507 -0.068

How is the electron density shared among the atoms? According to Löwdin, the charges in e are: number 1, C, carries -0.177; number 2, C, carries -0.374; number 3, C, carries -1.244; number 4, H, carries 0.169; number 5, H, carries 0.104; number 6, H, carries 0.178; number 7, H, carries 0.168; number 8, Cl, carries 0.516; number 9, Cl, carries 0.661

---

We find P to be the most stable, with the next structure 0.0572 hartree higher.